Record 1
The following is a DFT calculation (ωB97M-V/def2-TZVPD) of a 7-piece molecular cluster, C28H75N5O11 overall at a distorted geometry.

```
! RIJCOSX wB97M-V def2-TZVPD def2/J DEFGRID3
* xyz -1 2
C 4.4022 1.1107 -2.4726
C 2.9400 1.0988 -2.0015
C 2.2107 2.3196 -2.5592
O 0.8304 2.3110 -2.1650
C 0.0982 3.4178 -2.7303
N 2.3590 -0.1266 -2.3502
H 5.0040 0.6481 -1.6902
H 4.9124 2.0474 -2.6969
H 4.5871 0.4314 -3.3047
H 3.0897 1.0994 -0.9219
H 2.2959 2.1922 -3.6383
H 2.8369 3.1931 -2.3773
H -0.0102 4.3025 -2.1028
H -0.9286 3.0598 -2.8045
H 0.3634 3.6674 -3.7576
H 2.3371 -0.2871 -3.3471
H 1.3925 0.1328 -2.2139
C 6.8751 -1.0517 2.1681
C 5.7605 -0.3017 2.9031
C 5.2895 1.0702 2.2463
O 3.9927 1.3424 2.6834
C 3.4936 2.6715 2.5180
N 4.6261 -1.1954 2.7864
H 6.6106 -1.3448 1.1521
H 6.9679 -2.0008 2.6960
H 7.8083 -0.4907 2.2198
H 6.1001 -0.0730 3.9133
H 5.2866 1.0370 1.1568
H 5.9442 1.8818 2.5636
H 2.4122 2.6122 2.6413
H 3.7010 3.1671 1.5696
H 3.8466 3.3070 3.3301
H 4.6087 -1.3122 1.7833
H 3.8436 -0.6095 3.0403
C -2.6639 4.3485 6.0382
C -1.6462 4.6330 4.9520
C -1.5576 3.6432 3.7810
O -2.9206 3.2471 3.5268
C -3.1170 2.4206 2.4206
N -1.8190 5.9696 4.3931
H -3.5922 4.5897 5.5204
H -2.4445 5.0673 6.8277
H -2.6605 3.3812 6.5408
H -0.6536 4.6057 5.4017
H -1.0114 2.7374 4.0442
H -1.0104 3.9963 2.9069
H -2.3610 1.7036 2.1007
H -3.2156 3.1857 1.6505
H -4.0178 1.8070 2.4046
H -2.4470 5.6805 3.6568
H -2.3626 6.5459 5.0197
C 2.3914 -2.9139 -0.1060
C 2.7687 -4.0186 0.8510
O 4.0466 -4.5665 0.4306
O 3.0219 -1.7256 0.0403
H 1.3385 -2.6904 0.0655
H 2.4855 -3.2111 -1.1504
H 1.9389 -4.7134 0.7215
H 2.8913 -3.6640 1.8744
H 4.6548 -4.6330 1.1704
H 3.0210 -1.3192 -0.8294
C -5.4144 -1.8687 4.6533
C -4.5453 -3.0422 4.0725
O -4.0972 -3.9655 5.0523
O -6.0513 -1.0388 3.6729
H -4.7673 -1.2749 5.2989
H -6.1644 -2.1606 5.3884
H -3.6786 -2.6877 3.5145
H -5.0713 -3.5560 3.2679
H -3.3805 -3.5917 5.5701
H -6.8872 -0.8089 4.0853
C -0.4521 -4.7181 -2.8646
O -1.5777 -3.9010 -2.4403
C -1.1539 -2.6397 -1.9770
C -2.1969 -1.8787 -1.1681
N -2.5562 -2.8477 -0.1781
C -1.8150 -2.6963 1.0618
C -1.3144 -1.3744 1.7409
O -0.3475 -0.8500 0.8335
C 0.4680 0.1660 1.4441
H -0.7657 -5.7591 -2.9429
H 0.3413 -4.7463 -2.1178
H -0.1736 -4.2867 -3.8261
H -0.8318 -2.0637 -2.8446
H -0.2231 -2.7252 -1.4165
H -3.1401 -1.7249 -1.6923
H -2.0100 -0.8905 -0.7479
H -2.1338 -3.7053 -0.5038
H -0.9283 -3.3064 0.8900
H -2.4387 -3.2010 1.7996
H -0.8471 -1.4657 2.7214
H -2.0796 -0.5988 1.7713
H -0.1584 0.8668 1.9962
H 1.0179 0.6534 0.6391
H 1.2645 -0.2207 2.0797
C -3.9811 1.9559 -1.7287
O -3.6681 2.3813 -2.9727
C -3.7447 1.3350 -3.9493
C -2.9249 1.5578 -5.2828
N -2.1130 0.4502 -5.6360
C -0.8956 0.1615 -4.9140
C -0.2486 -1.0821 -5.6143
O 0.9393 -1.3849 -4.9653
C 1.5576 -2.4655 -5.7404
H -3.1577 1.3037 -1.4377
H -4.8342 1.2792 -1.7773
H -4.3837 2.6073 -0.9530
H -4.7977 1.1320 -4.1444
H -3.3629 0.3942 -3.5528
H -2.3944 2.5096 -5.2553
H -3.7062 1.8753 -5.9733
H -1.9902 0.3989 -6.6372
H -1.1462 -0.1559 -3.9018
H -0.1818 0.9846 -4.8794
H 0.0228 -0.6976 -6.5974
H -0.9288 -1.9266 -5.7244
H 1.8886 -2.1206 -6.7200
H 0.8369 -3.2704 -5.8849
H 2.3790 -2.7480 -5.0820
*
```

HOMO energy (alpha / beta), eV: 0.9 / -6.5
Orbital gap (alpha / beta), eV: 1.3128 / 8.7001
Largest force on an atom, hartree/bohr: 0.0637
DFT total energy, hartree: -2212.84941

Atom charges from the Mulliken analysis, given in e for atoms 1 to 6: -2.28, 3.71, -2.82, 0.86, -1.86, -0.45

---

Record 2
The following is a DFT calculation (ωB97M-V/def2-TZVPD) of a 3-piece molecular cluster, C3H4F3NO3 overall at a distorted geometry.

```
! RIJCOSX wB97M-V def2-TZVPD def2/J DEFGRID3
* xyz 0 1
C 2.9180 -1.9327 -0.7228
C 3.1995 -0.7364 -0.2328
F 3.7907 0.2046 -0.9048
F 3.0725 -0.3940 1.0455
H 2.9978 -2.1539 -1.7828
H 2.4849 -2.7021 -0.0035
O -0.8424 -2.2725 0.0635
C -1.8295 -1.7649 -0.2116
O -2.8565 -1.2842 -0.4466
O -1.8760 0.7884 1.0692
N -1.2207 1.6198 0.1325
F -0.9114 0.7677 -0.9916
H -2.8031 1.0574 0.8809
H -0.3510 1.8433 0.6531
*
```

HOMO energy, eV: -9.9
Orbital gap, eV: 10.5341
SMILES: C=C(F)F.O=C=O.ONF
Largest force on an atom, hartree/bohr: 0.0370
Energy relative to the best compared isomer or geometry (same formula, charge and spin), kJ/mol: 353.3
DFT total energy, hartree: -696.66841

Atom charges from the natural (NBO) analysis, given in e for atoms 1 to 6: -0.60, 0.75, -0.30, -0.31, 0.23, 0.24

---

Record 3
The following is a DFT calculation (ωB97M-V/def2-TZVPD) of C10H18N8O2PdS2 as an isolated structure.

```
! RIJCOSX wB97M-V def2-TZVPD def2/J DEFGRID3
* xyz 2 3
Pd -0.0680 -1.2396 0.3860
N 1.0010 -2.4442 2.1894
N 0.4144 -3.7161 2.2885
C -0.5150 -4.1212 1.3918
N -1.0275 -5.3323 1.5013
N -0.7902 -3.2153 0.4527
N -1.6951 -3.4517 -0.5764
O -1.8464 -2.4797 -1.2920
O -2.2498 -4.5177 -0.6928
H 2.0070 -2.5433 2.0917
H 0.8020 -1.9105 3.0305
H 0.7046 -4.3313 3.0331
H -0.7606 -5.9415 2.2578
H -1.7033 -5.6439 0.8195
S 1.4345 -0.5287 -1.3794
C 2.6866 0.5453 -0.8586
N 3.8034 0.5623 -1.6234
C 4.8731 1.3582 -1.3949
C 4.8721 2.2061 -0.3278
C 3.7430 2.2225 0.4996
C 2.6641 1.4054 0.2419
H 3.8276 -0.0645 -2.4193
H 5.6902 1.2693 -2.0958
H 5.7248 2.8410 -0.1420
H 3.7132 2.8910 1.3502
H 1.7792 1.4309 0.8601
C -3.4557 2.7595 1.1472
N -2.7909 2.3601 -0.0799
C -3.1896 2.9293 -1.3757
C -2.3045 2.1683 -2.3781
N -1.3687 1.4778 -1.4857
C -1.7214 1.5945 -0.2100
S -0.9157 0.8727 1.1338
H -4.5279 2.6007 1.0425
H -3.2693 3.8150 1.3483
H -3.0868 2.1639 1.9769
H -3.0002 4.0039 -1.3763
H -4.2523 2.7642 -1.5431
H -1.7760 2.8364 -3.0535
H -2.8708 1.4466 -2.9654
H -0.5550 0.9565 -1.7729
*
```

HOMO energy (alpha / beta), eV: -14.4 / -14.3
Orbital gap (alpha / beta), eV: 8.6191 / 6.4185
Largest force on an atom, hartree/bohr: 0.0055
Energy relative to the best compared isomer or geometry (same formula, charge and spin), kJ/mol: 0.0
DFT total energy, hartree: -1904.02838

Atom charges from the natural (NBO) analysis, given in e for atoms 1 to 6: 0.90, -0.65, -0.42, 0.64, -0.74, -0.56

---

Record 4
The following is a DFT calculation (ωB97M-V/def2-TZVPD) of a 5-piece molecular cluster, C21H17Cl16NO3S3 overall at a distorted geometry.

```
! RIJCOSX wB97M-V def2-TZVPD def2/J DEFGRID3
* xyz 0 1
O 7.1850 2.0439 -1.0530
C 6.1570 1.4826 -1.2258
O 5.6408 0.5521 -0.3596
S 6.8189 -0.4682 0.2823
O 5.3506 1.6668 -2.2745
C 4.7514 2.9804 -2.3119
C 3.2842 2.9145 -1.8598
C 2.2505 3.2108 -2.9766
S 1.0143 1.8840 -3.1789
C -0.5513 2.5872 -2.6104
S -1.2526 3.6969 -3.5531
N -1.1975 2.2567 -1.3764
C -0.6424 2.9415 -0.2321
C -1.4876 3.8101 0.4485
C -1.0496 4.5301 1.5482
C 0.2609 4.3925 1.9964
C 1.0993 3.5214 1.3143
C 0.6622 2.7937 0.2179
C -1.4516 0.8494 -1.1460
C -0.5077 -0.1675 -1.1439
C -0.8540 -1.4884 -0.8993
C -2.1733 -1.8451 -0.6085
C -3.1066 -0.8119 -0.5915
C -2.7666 0.5028 -0.8642
H 6.7263 -1.5297 -0.5487
H 5.3026 3.6270 -1.6295
H 4.8462 3.4190 -3.3037
H 3.1262 3.6417 -1.0625
H 3.1246 1.9285 -1.4258
H 2.7895 3.2823 -3.9192
H 1.7429 4.1438 -2.7458
H -2.5059 3.9528 0.1111
H -1.7055 5.2015 2.0870
H 0.6249 4.9519 2.8457
H 2.1216 3.3928 1.6522
H 1.3221 2.1086 -0.2944
H 0.5339 0.0476 -1.3356
H -0.1055 -2.2632 -0.9272
H -2.4995 -2.8505 -0.4215
H -4.1358 -1.0540 -0.3551
H -3.5372 1.2619 -0.8372
Cl -0.7915 -3.9828 0.7367
C -0.1625 -5.3285 1.6993
Cl 0.0926 -6.7334 0.6547
Cl 1.3732 -4.8572 2.4369
Cl -1.3246 -5.7404 2.9630
Cl -3.7314 -10.4817 3.5304
C -4.1829 -8.8735 2.9485
Cl -5.9199 -8.8272 2.6323
Cl -3.7761 -7.6749 4.1807
Cl -3.3021 -8.5172 1.4601
Cl -3.4203 8.4031 -6.1771
C -2.1198 7.2084 -6.2512
Cl -1.6523 6.9511 -7.9359
Cl -0.7261 7.7985 -5.3373
Cl -2.6744 5.6857 -5.5527
Cl -3.4346 -9.4112 9.6952
C -2.6381 -8.4221 8.4666
Cl -0.9331 -8.2220 8.8850
Cl -2.7716 -9.2104 6.8931
Cl -3.4160 -6.8356 8.3925
*
```

HOMO energy, eV: -8.4
Orbital gap, eV: 7.5970
SMILES: O=C(OS)OCCCSC(=S)N(c1ccccc1)c1ccccc1.ClC(Cl)(Cl)Cl.ClC(Cl)(Cl)Cl.ClC(Cl)(Cl)Cl.ClC(Cl)(Cl)Cl
Largest force on an atom, hartree/bohr: 0.0306
DFT total energy, hartree: -9648.37676

Atom charges from the natural (NBO) analysis, given in e for atoms 1 to 6: -0.56, 0.99, -0.65, 0.32, -0.52, -0.07